DFT (ωB97M-V with the def2-TZVPD basis set) results for C46H58AsF6O4Ti as an isolated structure at a distorted geometry.

Geometry as XYZ:
```
116
Properties=species:S:1:pos:R:3:lowdin_charge:R:1
Ti 0.12 0.75 -1.32 1.322
C 0.85 -0.43 2.97 0.014
O 0.56 0.25 1.71 -0.151
C 1.26 1.47 1.61 -0.228
C 2.60 1.58 1.27 -0.121
C 3.56 0.41 1.06 -0.045
C 3.16 -0.95 0.56 -0.135
C 3.68 -2.09 1.18 0.021
C 3.21 -3.39 0.93 -0.112
C 2.34 -3.48 -0.12 0.012
C 1.83 -2.42 -0.85 -0.157
C 1.00 -2.66 -2.11 -0.009
C -0.24 -1.87 -2.56 -0.120
C -0.53 -1.88 -3.90 0.059
C -1.75 -1.32 -4.40 -0.077
C -2.65 -0.71 -3.50 0.002
C -2.44 -0.68 -2.17 -0.044
C -3.55 -0.09 -1.20 -0.016
C -3.23 0.12 0.24 -0.089
C -3.99 -0.34 1.27 0.055
C -3.79 0.03 2.62 -0.117
C -2.70 0.85 2.90 0.040
C -1.90 1.42 1.95 -0.067
C -0.92 2.53 2.34 -0.019
C 0.52 2.60 1.81 -0.134
C 1.06 3.87 1.67 0.044
C 2.38 4.05 1.24 -0.101
C 3.08 2.85 1.09 0.020
C 3.06 5.42 0.98 -0.549
C 3.44 5.52 -0.50 -0.047
C 4.37 5.59 1.77 -0.034
C 2.10 6.55 1.30 -0.058
C -2.09 1.01 0.58 -0.197
O -1.34 1.44 -0.35 -0.056
C -4.83 -0.18 3.65 -0.534
C -4.36 -0.09 5.10 -0.034
C -5.84 0.98 3.30 0.018
C -5.67 -1.45 3.46 -0.021
C -1.11 -1.20 -1.70 -0.267
O -0.75 -1.05 -0.40 -0.210
C -1.05 -2.10 0.53 0.051
C -2.14 -1.25 -5.89 -0.535
C -3.46 -2.01 -6.15 -0.009
C -1.01 -1.79 -6.75 -0.053
C -2.23 0.26 -6.20 -0.019
C 2.21 -1.16 -0.44 -0.170
O 1.63 -0.08 -1.15 -0.120
C 3.64 -4.53 1.98 -0.545
C 3.24 -5.90 1.47 -0.091
C 5.20 -4.57 1.86 -0.047
C 3.07 -4.25 3.33 -0.045
H 1.06 0.26 3.79 0.119
H 1.71 -1.05 2.72 0.085
H 0.04 -1.11 3.19 0.084
H 4.20 0.28 1.97 0.149
H 4.30 0.77 0.35 0.131
H 4.44 -1.93 1.93 0.120
H 1.87 -4.47 -0.28 0.132
H 0.71 -3.69 -2.14 0.133
H 1.80 -2.53 -2.84 0.148
H 0.12 -2.48 -4.52 0.127
H -3.61 -0.38 -3.91 0.141
H -4.45 -0.69 -1.39 0.145
H -3.91 0.85 -1.56 0.139
H -4.81 -1.01 1.14 0.116
H -2.32 0.93 3.94 0.145
H -0.96 2.56 3.43 0.135
H -1.45 3.43 2.12 0.131
H 0.42 4.73 1.89 0.122
H 4.13 2.88 0.81 0.125
H 4.05 4.69 -0.84 0.084
H 3.91 6.50 -0.66 0.097
H 2.51 5.48 -1.11 0.093
H 4.96 4.67 1.61 0.081
H 4.31 5.75 2.83 0.086
H 4.95 6.43 1.39 0.093
H 1.14 6.53 0.80 0.086
H 2.58 7.51 1.06 0.102
H 1.98 6.58 2.36 0.081
H -4.03 0.93 5.39 0.101
H -3.54 -0.79 5.31 0.096
H -5.20 -0.34 5.74 0.093
H -5.39 1.95 3.32 0.088
H -6.62 0.85 4.08 0.120
H -6.29 0.73 2.36 0.084
H -5.06 -2.34 3.69 0.113
H -5.98 -1.42 2.45 0.056
H -6.47 -1.44 4.14 0.084
H -1.60 -2.83 -0.04 0.136
H -1.58 -1.77 1.40 0.086
H -0.10 -2.42 0.90 0.091
H -3.45 -2.97 -5.61 0.100
H -3.57 -2.23 -7.23 0.111
H -4.27 -1.46 -5.77 0.057
H -0.92 -2.88 -6.71 0.092
H -0.05 -1.35 -6.36 0.102
H -1.16 -1.51 -7.79 0.096
H -3.12 0.67 -5.79 0.073
H -2.24 0.34 -7.28 0.099
H -1.33 0.80 -5.91 0.074
H 3.83 -6.15 0.56 0.094
H 2.11 -6.15 1.38 0.110
H 3.59 -6.70 2.20 0.107
H 5.51 -4.77 0.83 0.100
H 5.64 -5.34 2.53 0.104
H 5.64 -3.66 2.26 0.070
H 1.99 -4.35 3.31 0.082
H 3.37 -3.32 3.77 0.071
H 3.39 -5.04 4.06 0.112
F 0.53 2.58 -1.84 -0.314
As 0.55 2.67 -3.82 0.907
F 1.69 1.34 -3.69 -0.214
F -0.51 1.21 -3.21 -0.300
F 0.35 2.57 -5.49 -0.140
F -0.73 3.72 -3.65 -0.134
F 1.75 3.77 -3.63 -0.118
```

2S+1 = 2
E_HOMO (spin up / spin down) = -0.5018 / -0.5016 Eh
Kohn-Sham gap (spin up / spin down) = 6.465 / 5.221 eV
total energy = -157081.0821 eV
charge = +2